# C5H15N2O

A structure of composition C5H15N2O (ωB97M-V/def2-TZVPD, the Open Molecules 2025 dataset).

Last column: natural (NBO) charge in e.
CARTESIAN COORDINATES (ANGSTROEM)
C 0.3523 -1.4011 -1.5436  -0.209
C 1.5118 -1.0195 -0.5946  -0.476
C 0.9321 -0.2562 0.6329  0.476
C 0.2138 -1.0441 1.5111  0.063
N -1.0474 -0.7297 1.9726  -0.513
C 0.9281 1.2155 0.7635  -0.779
N -0.3996 -0.2076 -2.0476  -0.821
H -0.2428 3.7543 -0.2694  0.061
H -0.3665 -1.9349 -0.9986  0.187
H 1.9716 -1.9153 -0.1802  0.257
H 2.1812 -0.3558 -1.0917  0.267
H 0.6745 -2.0106 1.7927  0.261
H -1.3532 -1.3707 2.7035  0.429
H -1.6999 -0.1051 1.2548  0.486
H 1.3115 1.5814 1.7358  0.312
H 1.8353 1.7338 0.3597  0.278
H 0.0156 1.7342 0.6504  0.353
H -0.5488 3.1678 0.1592  -0.045
H -0.7607 -0.4326 -2.9877  0.384
H 0.8021 -2.0458 -2.3534  0.250
H -2.9504 1.0717 0.0285  0.474
H -1.2550 -0.0544 -1.4489  0.434
O -2.1055 0.6248 -0.0490  -1.127

Properties
Kohn-Sham gap	4.83	eV
HOMO energy	-12.85	eV
max |F|	6.42	eV Å⁻¹
ΔE to the lowest compared entry with this formula, charge and spin	182.08	kcal per mole
multiplicity	1
net charge	+1

***

# C5H15N2O

A cluster of 3 separate species, C5H15N2O in total (ωB97M-V/def2-TZVPD, the Open Molecules 2025 dataset).

Last column: natural (NBO) charge in e.
CARTESIAN COORDINATES (ANGSTROEM)
C -1.7622 -0.8907 1.9823  -0.614
C -0.8541 -0.1071 1.0362  -0.097
C 0.4965 0.4088 1.6134  -0.414
C 1.1596 1.4292 0.6524  -0.330
C 2.2614 0.8490 -1.3954  0.008
N 2.2303 0.8387 -0.1292  0.072
N -0.5373 -0.8924 -0.2243  -0.253
H -1.2443 -1.7256 2.3799  0.248
H -2.6361 -1.1604 1.3818  0.236
H -2.0748 -0.1290 2.7174  0.269
H -1.4845 0.7506 0.7561  0.279
H 0.3846 0.9197 2.5877  0.293
H 1.1534 -0.4334 1.5556  0.244
H 0.4336 1.9278 0.0163  0.287
H 1.5035 2.3587 1.2225  0.309
H 3.2081 0.3582 -1.7725  0.307
H 1.4659 1.3049 -1.9641  0.281
H 0.5494 -2.6037 -3.3304  -0.048
H 0.1902 -3.2650 -3.3547  0.049
H -0.6352 -0.2182 -1.0437  0.389
H -1.1412 -1.7254 -0.3644  0.429
H -1.6915 1.0363 -2.4951  0.500
O -0.9753 0.9690 -1.8277  -0.444

Properties
<S²>	1.73
Kohn-Sham gap (alpha / beta)	8.29 / 7.73	eV
HOMO energy (alpha / beta)	-20.31 / -20.31	eV
max |F|	4.42	eV Å⁻¹
ΔE to the lowest compared entry with this formula, charge and spin	215.58	kcal per mole
multiplicity	2
net charge	+2